{
  "formula": "C5H5NO",
  "method": "the ωB97M-V functional and the def2-TZVPD basis",
  "elements": ["C", "C", "C", "O", "C", "C", "N", "H", "H", "H", "H", "H"],
  "xyz": [[0.2977, 1.3769, -1.8795], [-0.5021, 0.9230, -1.1004], [-1.3342, 0.0720, -0.2373], [-2.5389, 0.0483, -0.3175], [-0.4780, -0.8678, 0.5874], [0.9639, -0.5253, 0.5042], [0.2804, -0.4704, 1.7793], [1.1903, 1.6303, -2.4068], [-0.8522, -1.8905, 0.6605], [1.1260, 0.4664, 0.0797], [1.7314, -1.2612, 0.2909], [0.1158, 0.4983, 2.0394]],
  "forces_ev_per_angstrom": [[-0.19, -0.21, 0.40], [-0.15, 0.47, -0.80], [-0.41, 0.00, -0.05], [0.46, -0.10, 0.23], [-0.05, 0.02, -0.25], [0.41, 0.07, 0.05], [-0.15, 0.17, 0.35], [-0.30, 0.27, -0.22], [0.12, 0.28, -0.26], [0.41, -0.78, 0.11], [-0.09, -0.11, 0.43], [-0.06, -0.09, -0.01]],
  "nbo_charge": [-0.161, -0.125, 0.493, -0.469, -0.193, -0.249, -0.545, 0.243, 0.233, 0.214, 0.205, 0.354],
  "smiles": "C#CC(=O)[C@H]1CN1",
  "fmax_ha_per_bohr": 0.0183,
  "total_charge": 0,
  "de_lowest_ev": 3.9027,
  "orbital_gap_ha": 0.3600
}

{
  "formula": "C2H4N2O2S",
  "method": "the ωB97M-V functional and the def2-TZVPD basis",
  "elements": ["C", "C", "H", "H", "H", "H", "N", "N", "O", "O", "S"],
  "xyz": [[-0.0346, -0.0684, -0.6713], [0.7908, 0.1479, 0.4366], [0.0048, -1.1595, -2.4161], [1.5573, -0.9026, -1.7055], [-3.0167, -0.8727, -1.3337], [-1.1277, 1.3436, 1.6861], [0.6067, -0.7691, -1.7436], [-1.3467, -0.0203, -0.7068], [-1.9932, -0.3545, -1.8047], [1.9619, -0.0491, 0.4909], [0.2172, 0.6168, 2.0525]],
  "forces_ev_per_angstrom": [[-2.96, -3.63, -6.28], [-0.10, 1.50, 4.12], [-0.32, -0.42, -0.81], [2.18, -0.42, -0.08], [4.62, 2.60, -2.37], [2.85, -1.80, 0.74], [-2.20, 2.39, 2.13], [2.31, 2.20, 4.39], [-4.60, -3.59, 0.35], [1.97, -0.84, -1.38], [-3.73, 2.02, -0.81]],
  "nbo_charge": [0.200, 0.372, 0.402, 0.404, 0.492, 0.167, -0.821, -0.146, -0.519, -0.525, -0.026],
  "fmax_ha_per_bohr": 0.1524,
  "total_charge": 0,
  "de_lowest_ev": 4.1911,
  "orbital_gap_ha": 0.3199
}

{
  "formula": "C3H6O2S",
  "method": "the ωB97M-V functional and the def2-TZVPD basis",
  "elements": ["O", "C", "O", "C", "C", "S", "H", "H", "H", "H", "H", "H"],
  "xyz": [[0.7594, -1.9986, -0.7389], [0.5388, -1.4537, 0.3088], [0.4689, -2.1888, 1.5674], [-0.0169, -0.1189, 0.5481], [-0.2891, 0.6247, -0.7653], [-0.6135, 2.4256, -0.5447], [0.9951, -3.0177, 1.5934], [-1.0354, -0.1797, 0.9960], [0.6207, 0.4328, 1.1958], [-1.2234, 0.2463, -1.2465], [0.5725, 0.5836, -1.5185], [-1.3364, 2.3116, 0.5163]],
  "forces_ev_per_angstrom": [[0.51, 0.72, 0.96], [-1.14, -3.61, 1.26], [0.87, 1.00, -1.43], [-1.53, 1.15, -1.19], [0.25, 0.46, -1.41], [1.19, -0.19, -1.08], [-0.45, 0.70, -0.68], [0.95, -0.41, 0.30], [0.50, 0.53, 0.64], [1.05, -0.10, 0.25], [-1.26, -0.12, 1.13], [-0.94, -0.12, 1.25]],
  "nbo_charge": [-0.543, 0.809, -0.746, -0.550, -0.499, -0.032, 0.495, 0.251, 0.250, 0.222, 0.242, 0.100],
  "smiles": "O=C(O)CCS",
  "fmax_ha_per_bohr": 0.0775,
  "total_charge": 0,
  "de_lowest_ev": 0.5908,
  "orbital_gap_ha": 0.3662
}

{
  "formula": "C38H33CuN6O4PS2",
  "method": "the ωB97M-V functional and the def2-TZVPD basis",
  "elements": ["Cu", "O", "C", "O", "C", "C", "C", "C", "C", "C", "P", "C", "C", "C", "C", "C", "C", "C", "C", "C", "C", "C", "C", "H", "H", "H", "H", "H", "H", "H", "H", "H", "H", "H", "H", "H", "H", "C", "C", "C", "C", "C", "C", "C", "S", "O", "O", "N", "C", "C", "C", "C", "C", "C", "C", "C", "N", "C", "H", "H", "H", "H", "H", "H", "H", "H", "H", "H", "H", "H", "H", "C", "C", "N", "N", "C", "S", "N", "N", "H", "H", "H", "H", "H", "H"],
  "xyz": [[-0.0160, -0.0780, 0.0834], [0.3700, 0.4070, 4.0771], [0.8701, 0.0737, 3.0144], [0.2012, -0.3456, 1.9923], [2.3981, 0.0957, 2.9145], [3.0837, 0.2721, 4.1192], [4.4646, 0.2698, 4.1658], [5.1975, 0.0970, 2.9961], [4.5349, -0.0660, 1.7958], [3.1365, -0.0696, 1.7384], [2.3832, -0.2057, 0.0756], [3.3173, -1.6234, -0.6016], [4.2173, -1.5900, -1.6591], [4.8304, -2.7618, -2.0914], [4.5567, -3.9700, -1.4726], [3.6762, -4.0089, -0.3982], [3.0629, -2.8440, 0.0293], [2.9871, 1.3221, -0.7308], [3.2600, 2.4459, 0.0531], [3.5814, 3.6601, -0.5375], [3.6380, 3.7705, -1.9198], [3.3493, 2.6671, -2.7077], [3.0122, 1.4540, -2.1218], [2.4903, 0.4048, 5.0130], [4.9748, 0.4003, 5.1127], [6.2806, 0.0955, 3.0215], [5.1037, -0.1874, 0.8804], [4.4595, -0.6583, -2.1471], [5.5264, -2.7237, -2.9203], [5.0343, -4.8782, -1.8203], [3.4671, -4.9463, 0.1036], [2.3977, -2.8676, 0.8879], [3.2180, 2.3729, 1.1330], [3.7867, 4.5213, 0.0873], [3.8951, 4.7168, -2.3807], [3.3625, 2.7506, -3.7882], [2.7303, 0.6242, -2.7563], [-4.8436, -1.4843, -6.3714], [-3.5920, -1.3406, -5.5433], [-2.3349, -1.5163, -6.1156], [-1.1814, -1.4166, -5.3522], [-1.2897, -1.1406, -3.9979], [-2.5291, -0.9424, -3.4059], [-3.6715, -1.0448, -4.1829], [0.1792, -1.0770, -3.0070], [1.2753, -0.8212, -3.9085], [0.2381, -2.3296, -2.2822], [-0.0311, 0.0982, -1.9272], [-0.0999, 1.4362, -2.3752], [-0.1606, 1.8722, -3.6889], [-0.1664, 3.2408, -4.0182], [-0.1229, 4.2103, -3.0610], [-0.1103, 3.8234, -1.7047], [-0.1009, 4.7581, -0.6446], [-0.1306, 4.3327, 0.6506], [-0.1630, 2.9511, 0.9023], [-0.1455, 2.0599, -0.0571], [-0.1187, 2.4526, -1.3610], [-4.6481, -1.2794, -7.4243], [-5.6251, -0.8070, -6.0253], [-5.2325, -2.5029, -6.2963], [-2.2580, -1.7269, -7.1773], [-0.1988, -1.5436, -5.7916], [-2.5896, -0.6720, -2.3570], [-4.6425, -0.8782, -3.7265], [-0.1663, 1.1579, -4.4958], [-0.1955, 3.5185, -5.0659], [-0.1109, 5.2633, -3.3200], [-0.0768, 5.8158, -0.8820], [-0.1379, 5.0313, 1.4765], [-0.2043, 2.5649, 1.9174], [-1.4988, -5.3440, 0.0511], [-2.3088, -4.1065, 0.1288], [-3.5927, -4.0197, 0.0647], [-3.8348, -2.6682, 0.1527], [-2.7370, -1.9112, 0.2607], [-2.5998, -0.2492, 0.3322], [-1.7447, -2.8491, 0.2627], [-0.4133, -2.5183, 0.3457], [-2.1564, -6.1936, -0.1108], [-0.9372, -5.4955, 0.9743], [-0.7868, -5.2730, -0.7731], [-4.7765, -2.3240, 0.1372], [0.1099, -2.8181, -0.4685], [-0.0210, -2.6971, 1.2569]],
  "forces_ev_per_angstrom": [[0.21, -0.43, 0.10], [0.01, -0.01, -0.10], [-0.06, 0.09, -0.19], [-0.02, 0.06, 0.36], [0.00, -0.03, -0.05], [0.03, -0.03, -0.03], [0.01, 0.00, -0.01], [0.03, 0.01, 0.03], [-0.06, -0.01, -0.02], [-0.07, 0.00, 0.04], [0.36, 0.23, 0.00], [-0.08, -0.04, 0.01], [-0.01, -0.04, 0.02], [-0.01, 0.04, -0.01], [0.02, -0.01, -0.01], [-0.05, 0.02, 0.02], [-0.01, 0.01, 0.00], [0.04, 0.02, -0.03], [0.03, -0.04, -0.02], [-0.02, -0.02, 0.02], [0.00, 0.02, 0.02], [-0.03, -0.05, -0.03], [-0.05, -0.01, 0.05], [0.00, 0.00, -0.01], [-0.02, 0.00, -0.03], [-0.03, -0.01, 0.00], [-0.01, 0.00, 0.02], [-0.03, 0.06, -0.04], [-0.02, 0.01, 0.02], [-0.02, 0.03, 0.02], [0.02, 0.04, -0.01], [-0.01, -0.04, -0.03], [0.02, 0.03, -0.01], [0.00, -0.03, -0.01], [-0.02, -0.02, 0.01], [0.00, -0.02, 0.04], [0.00, -0.05, -0.04], [0.07, 0.00, 0.06], [-0.07, 0.00, -0.01], [-0.02, 0.00, -0.04], [0.05, -0.04, 0.03], [-0.02, 0.06, 0.04], [0.02, 0.04, -0.04], [-0.01, 0.00, 0.00], [-0.01, 0.08, 0.22], [0.05, 0.12, -0.06], [-0.04, 0.00, 0.09], [-0.14, 0.46, -0.46], [-0.08, -0.15, -0.08], [0.11, -0.23, 0.23], [0.00, 0.03, -0.05], [0.01, 0.06, -0.06], [0.00, -0.10, 0.10], [0.01, 0.02, -0.02], [-0.02, 0.10, 0.02], [0.02, -0.17, 0.07], [-0.01, 0.00, -0.16], [-0.02, 0.07, 0.10], [-0.01, 0.00, 0.03], [0.02, -0.01, -0.02], [0.00, 0.03, -0.02], [0.00, 0.00, 0.06], [-0.08, 0.01, 0.01], [-0.01, -0.04, -0.02], [0.05, -0.01, -0.04], [0.03, -0.04, -0.05], [0.00, -0.04, 0.04], [-0.01, -0.06, 0.03], [-0.01, -0.02, 0.00], [0.01, -0.03, -0.01], [0.01, 0.01, -0.03], [0.02, 0.04, 0.00], [0.27, 0.12, 0.03], [-0.10, 0.23, 0.01], [-0.29, -0.10, 0.00], [-0.01, -0.08, -0.08], [-0.03, 0.00, 0.00], [0.21, -0.14, -0.02], [-0.06, 0.11, -0.04], [-0.01, 0.02, 0.00], [0.00, 0.00, -0.02], [-0.01, -0.02, 0.01], [-0.06, 0.02, -0.02], [0.05, -0.08, -0.08], [0.00, -0.03, 0.09]],
  "lowdin_charge": [0.272, 0.048, -0.599, -0.177, -0.116, -0.018, -0.066, -0.072, -0.088, -0.293, 1.144, -0.339, -0.070, -0.068, -0.082, -0.076, -0.105, -0.323, -0.085, -0.078, -0.083, -0.069, -0.103, 0.116, 0.104, 0.105, 0.112, 0.096, 0.106, 0.103, 0.104, 0.101, 0.106, 0.105, 0.104, 0.111, 0.081, -0.050, -0.268, -0.034, -0.051, -0.290, -0.049, -0.028, 0.593, -0.304, -0.324, -0.188, -0.242, -0.018, -0.068, -0.049, -0.155, -0.005, -0.038, -0.095, 0.065, -0.151, 0.076, 0.077, 0.085, 0.114, 0.116, 0.059, 0.116, 0.095, 0.108, 0.111, 0.119, 0.108, 0.123, 0.004, -0.326, 0.128, 0.031, -0.741, 0.733, -0.063, 0.092, 0.086, 0.087, 0.088, 0.149, 0.058, 0.108],
  "fmax_ha_per_bohr": 0.0130,
  "total_charge": 0,
  "de_lowest_ev": 0.0000,
  "orbital_gap_ha": [0.2900, 0.2662],
  "spin_multiplicity": 2
}

What did the third record say?
{
  "formula": "C3H6O2S",
  "method": "the ωB97M-V functional and the def2-TZVPD basis",
  "elements": ["O", "C", "O", "C", "C", "S", "H", "H", "H", "H", "H", "H"],
  "xyz": [[0.7594, -1.9986, -0.7389], [0.5388, -1.4537, 0.3088], [0.4689, -2.1888, 1.5674], [-0.0169, -0.1189, 0.5481], [-0.2891, 0.6247, -0.7653], [-0.6135, 2.4256, -0.5447], [0.9951, -3.0177, 1.5934], [-1.0354, -0.1797, 0.9960], [0.6207, 0.4328, 1.1958], [-1.2234, 0.2463, -1.2465], [0.5725, 0.5836, -1.5185], [-1.3364, 2.3116, 0.5163]],
  "forces_ev_per_angstrom": [[0.51, 0.72, 0.96], [-1.14, -3.61, 1.26], [0.87, 1.00, -1.43], [-1.53, 1.15, -1.19], [0.25, 0.46, -1.41], [1.19, -0.19, -1.08], [-0.45, 0.70, -0.68], [0.95, -0.41, 0.30], [0.50, 0.53, 0.64], [1.05, -0.10, 0.25], [-1.26, -0.12, 1.13], [-0.94, -0.12, 1.25]],
  "nbo_charge": [-0.543, 0.809, -0.746, -0.550, -0.499, -0.032, 0.495, 0.251, 0.250, 0.222, 0.242, 0.100],
  "smiles": "O=C(O)CCS",
  "fmax_ha_per_bohr": 0.0775,
  "total_charge": 0,
  "de_lowest_ev": 0.5908,
  "orbital_gap_ha": 0.3662
}